{
  "formula": "C38H54NO16P3",
  "method": "the ωB97M-V functional and the def2-TZVPD basis",
  "e_above_lowest_kcal_mol": 0.0,
  "lumo_energy_ev": -0.70,
  "fmax_ev_per_a": 6.39,
  "homo_energy_ha": -0.3113,
  "total_charge": 0,
  "smiles": "CC(=O)OC(=O)Cc1c(CCCCn2cccc2)c(P(=O)(O)O)cc2c1C(=O)c1ccccc1C2=O.CCOP(=O)(OCC)OCC.CCOP(=O)(OCC)OCC",
  "elements": ["C", "C", "O", "O", "C", "O", "C", "C", "C", "C", "C", "C", "C", "N", "C", "C", "C", "C", "C", "P", "O", "O", "O", "C", "C", "C", "C", "O", "C", "C", "C", "C", "C", "C", "C", "O", "H", "H", "H", "H", "H", "H", "H", "H", "H", "H", "H", "H", "H", "H", "H", "H", "H", "H", "H", "H", "H", "H", "H", "H", "C", "C", "O", "P", "O", "O", "C", "C", "O", "C", "C", "H", "H", "H", "H", "H", "H", "H", "H", "H", "H", "H", "H", "H", "H", "H", "C", "C", "O", "P", "O", "O", "C", "C", "O", "C", "C", "H", "H", "H", "H", "H", "H", "H", "H", "H", "H", "H", "H", "H", "H", "H"],
  "coordinates": [[-1.6428, 6.5523, 1.1253], [-0.3336, 5.9123, 0.7448], [0.7147, 6.3148, 1.1337], [-0.4198, 4.7887, -0.1097], [-0.6856, 5.1760, -1.4105], [-0.1440, 6.1439, -1.8674], [-1.6731, 4.3688, -2.2266], [-1.4262, 2.8660, -2.1906], [-2.2684, 1.9408, -1.5490], [-3.5240, 2.3618, -0.7947], [-3.2947, 3.4575, 0.2683], [-4.0848, 3.2350, 1.5778], [-3.1496, 3.0890, 2.7903], [-3.2739, 4.1501, 3.7887], [-3.9100, 5.3632, 3.7217], [-3.7332, 5.9979, 4.9194], [-2.9332, 5.1749, 5.7598], [-2.6995, 4.0478, 5.0143], [-1.9464, 0.5768, -1.6155], [-2.9773, -0.7060, -0.8430], [-4.1991, -0.8753, -1.6269], [-2.1242, -2.0578, -0.9295], [-3.2322, -0.4141, 0.7118], [-0.8062, 0.1119, -2.2665], [0.0210, 1.0328, -2.8697], [-0.2850, 2.3887, -2.8432], [0.7194, 3.2812, -3.5356], [0.4147, 4.2074, -4.2475], [2.1405, 2.8812, -3.2963], [3.1478, 3.7979, -3.0411], [4.4248, 3.3227, -2.7913], [4.7205, 1.9671, -2.8033], [3.7138, 1.0448, -3.0640], [2.4374, 1.5201, -3.3029], [1.2865, 0.5957, -3.5479], [1.3596, -0.3843, -4.2488], [-2.4623, 5.9099, 0.8124], [-1.7302, 7.4847, 0.5639], [-1.6806, 6.7856, 2.1846], [-1.5653, 4.7194, -3.2479], [-2.7066, 4.5717, -1.9518], [-3.9417, 1.5085, -0.2753], [-4.2343, 2.6742, -1.5642], [-2.2311, 3.5620, 0.4564], [-3.6411, 4.4011, -0.1572], [-4.7903, 4.0514, 1.7097], [-4.6947, 2.3323, 1.5369], [-3.3804, 2.1525, 3.3020], [-2.0978, 3.0251, 2.5032], [-4.4504, 5.7157, 2.8620], [-4.0964, 6.9728, 5.2034], [-2.5745, 5.3627, 6.7556], [-2.1129, 3.1966, 5.3249], [-1.2830, -1.9644, -0.4534], [-2.3995, -0.4172, 1.2127], [-0.5639, -0.9414, -2.2980], [2.9229, 4.8561, -3.0348], [5.2286, 4.0098, -2.5590], [5.7113, 1.5921, -2.5855], [3.8801, -0.0243, -3.0624], [-0.2769, -6.8605, -0.4951], [1.0174, -6.0931, -0.7000], [1.3884, -6.0197, -2.0772], [0.5993, -4.9778, -3.0606], [0.9700, -3.6525, -2.4998], [1.5341, -5.0325, -4.3930], [1.8976, -3.8304, -5.0870], [3.3436, -3.4822, -4.8114], [-0.4611, -6.0431, -3.6096], [-0.1993, -7.0316, -4.6186], [0.7948, -8.0911, -4.2062], [-1.1228, -6.3334, -0.9418], [-0.4788, -6.9910, 0.5690], [-0.2216, -7.8416, -0.9667], [0.9392, -5.0850, -0.2824], [1.8352, -6.5997, -0.1876], [1.2413, -3.0050, -4.8156], [1.7570, -4.0242, -6.1526], [3.5296, -3.4114, -3.7395], [3.6081, -2.5333, -5.2803], [4.0022, -4.2602, -5.2020], [0.0875, -6.5571, -5.5545], [-1.1659, -7.5028, -4.8029], [1.8039, -7.6899, -4.1310], [0.8008, -8.8880, -4.9516], [0.5330, -8.5175, -3.2385], [3.7452, 0.5071, 2.1242], [3.1847, -0.8510, 1.7460], [2.4487, -1.4501, 2.8240], [0.9643, -0.9181, 3.1595], [0.1169, -1.1999, 1.9784], [0.5028, -2.0849, 4.1997], [-0.7897, -2.6926, 4.1238], [-0.6815, -4.0861, 3.5428], [1.2807, 0.1649, 4.2738], [1.5735, -0.1206, 5.6548], [2.8709, -0.8619, 5.8679], [2.9453, 1.2305, 2.2972], [4.3849, 0.8898, 1.3285], [4.3267, 0.4413, 3.0439], [2.5488, -0.7751, 0.8601], [3.9961, -1.5379, 1.5106], [-1.4784, -2.0796, 3.5431], [-1.1781, -2.7423, 5.1431], [-0.1769, -4.0685, 2.5763], [-1.6688, -4.5329, 3.4175], [-0.0917, -4.7247, 4.2017], [0.7368, -0.6313, 6.1262], [1.6380, 0.8573, 6.1329], [2.8108, -1.8900, 5.5149], [3.1031, -0.8822, 6.9334], [3.6901, -0.3750, 5.3396]]
}